17
Properties=species:S:1:pos:R:3:forces:R:3 method="wB97M-V/def2-TZVPD" multiplicity=1 gap_ev="6.438 / 6.424" charge=0
C 1.3157 0.7071 0.3539 1.0 0.9 -0.5
C 2.7081 0.5580 0.3990 0.4 1.1 0.1
C -2.1922 -1.6788 -0.3202 -0.1 -0.5 0.9
C 0.2743 -0.0875 0.0404 -1.8 -0.5 0.7
C -0.1593 -1.3250 0.4103 2.8 0.4 1.1
C -2.3334 -0.2043 -0.0352 -0.6 0.1 -1.6
C -1.0612 0.5840 -0.4080 -1.0 1.3 2.4
N -0.9798 -2.1330 -0.0136 -3.4 -1.0 -1.6
O 5.1353 0.6243 -0.0448 0.9 0.0 0.0
S 4.0219 -0.3362 -0.0844 -1.0 -0.7 -0.1
H 0.9530 1.7299 0.3810 0.6 0.3 0.2
H 3.2420 1.4858 0.6144 -0.5 0.3 0.2
H -3.0899 -2.3286 -0.4064 1.1 0.3 -0.4
H -3.2529 0.2365 -0.5576 1.3 -0.5 1.0
H -2.3244 -0.0707 1.0158 -0.9 0.0 1.5
H -1.2349 1.6535 0.0922 0.9 -2.2 -1.4
H -1.0223 0.5852 -1.4370 0.3 0.8 -2.5

---

17
Properties=species:S:1:pos:R:3:forces:R:3 method="wB97M-V/def2-TZVPD" multiplicity=3 gap_ev="4.191 / 6.084" charge=-1
C 2.7585 -0.7593 -0.1481 1.0 -2.3 -0.4
C 0.6370 0.0233 0.3926 -0.2 0.2 0.1
C 2.0548 0.3749 0.1344 -2.1 0.5 0.4
C 0.3882 -1.3559 0.2912 -0.2 0.2 -0.1
C -0.4408 0.9021 0.6576 -0.2 0.5 -0.2
C -0.8615 -2.1155 0.2743 -0.3 -1.3 -2.7
C -0.2144 2.3627 0.2817 -1.1 -0.8 -2.0
O -1.5962 0.5850 1.0850 1.3 0.1 -0.4
S 2.8246 1.8644 0.2147 0.5 0.1 0.1
S 1.8088 -2.2325 -0.1363 1.6 0.1 -0.3
H 3.8250 -0.8375 -0.3322 -0.2 0.2 0.0
H -1.7499 -1.5611 0.4441 -0.5 0.6 0.5
H -1.0904 -2.7686 -0.6880 0.7 1.5 0.6
H -0.7778 -2.9607 0.8840 -0.1 -1.2 1.9
H -1.2579 2.6225 0.0539 0.4 0.6 0.0
H 0.4637 2.5556 -0.6166 -1.0 -0.3 1.4
H 0.1145 2.8427 1.1527 0.6 1.2 1.0

---

15
Properties=species:S:1:pos:R:3:forces:R:3 method="wB97M-V/def2-TZVPD" multiplicity=1 gap_ev=10.006 charge=0 smiles=Cc1ccccc1
C -0.5423 -2.0450 -0.6513 0.8 -0.1 0.4
C 1.1436 -0.2581 -0.1185 -0.1 -0.7 1.6
C -0.1993 -0.6334 -0.2322 0.4 0.0 -1.8
C -1.1620 0.3654 -0.1982 -0.3 0.2 0.5
C -0.8202 1.6406 0.2285 0.5 0.5 0.7
C 0.4443 1.8466 0.7639 0.9 -0.4 -0.1
C 1.4347 0.8685 0.6361 -0.4 0.6 -0.5
H -1.2819 -2.4761 0.0240 -0.5 0.1 -0.4
H -0.7765 -2.1037 -1.7141 -0.5 -0.1 0.1
H 0.3266 -2.6917 -0.4909 0.1 0.2 -0.1
H 1.9317 -0.9465 -0.4060 -0.1 -0.2 0.3
H -2.1830 0.1394 -0.4739 -0.1 -0.1 0.0
H -1.4715 2.5043 0.2940 -0.5 -0.4 -0.3
H 0.7679 2.7751 1.2091 -0.4 0.2 0.2
H 2.3879 1.0148 1.1293 0.2 0.1 -0.5

---

15
Properties=species:S:1:pos:R:3:forces:R:3 method="wB97M-V/def2-TZVPD" multiplicity=1 gap_ev=10.370 charge=0 smiles="C#CCC=C=CC"
C -1.7091 0.7436 -1.5090 0.3 0.0 -0.1
C 0.9820 0.4943 0.1269 0.3 0.0 -0.4
C 1.2735 -0.8767 0.7167 0.1 0.0 0.0
C 0.6618 -1.0803 2.0398 -0.1 0.1 0.2
C 0.1699 -1.2347 3.1264 0.1 0.0 -0.3
C 0.6090 0.6577 -1.1224 -0.9 -0.2 -0.6
C -0.2219 0.7287 -2.1608 0.2 -0.4 0.9
H -1.5445 0.1103 -0.6282 -0.1 1.0 0.2
H -2.7493 0.3893 -1.7622 1.4 0.1 -1.5
H -1.7973 1.8192 -1.3396 -0.4 -0.3 0.8
H 1.1317 1.3556 0.7785 0.0 -0.1 -0.1
H 0.9283 -1.6576 0.0292 0.1 0.2 0.1
H 2.3583 -0.9884 0.8077 0.0 -0.1 0.1
H -0.2701 -1.3738 4.0901 0.1 0.0 -0.2
H 0.1777 0.9130 -3.1930 -1.0 -0.3 1.0

---

15
Properties=species:S:1:pos:R:3:forces:R:3 method="wB97M-V/def2-TZVPD" multiplicity=1 gap_ev="7.423 / 7.424" charge=0
C 0.2289 0.3679 -1.4848 0.0 -0.1 0.0
C 0.1175 0.2666 0.0155 0.1 0.3 0.0
C 0.9175 -0.7610 0.7984 0.1 0.0 0.0
C -0.3715 -1.4021 0.5220 0.2 -0.6 0.2
C -0.8672 -2.5537 0.0351 0.0 0.6 0.0
C -0.2060 1.4957 0.6912 -0.1 0.5 0.2
C -0.4177 2.5594 1.2195 0.1 -0.4 -0.2
H 1.0111 1.0974 -1.7331 -0.1 -0.1 0.0
H 0.4643 -0.6066 -1.9184 0.0 0.2 0.1
H -0.7151 0.7193 -1.9129 0.2 0.0 0.0
H -1.1452 -0.5122 0.6027 -0.1 -0.1 -0.1
H 1.7768 -1.1732 0.2701 -0.2 0.0 0.0
H 1.1610 -0.4599 1.8191 -0.1 0.0 -0.2
H -1.7985 -2.4395 -0.5375 0.0 0.0 0.1
H -0.5737 3.5062 1.6881 0.0 -0.2 -0.1

---

15
Properties=species:S:1:pos:R:3:forces:R:3 method="wB97M-V/def2-TZVPD" multiplicity=1 gap_ev=8.361 charge=0
C -0.3759 1.4735 0.6344 0.0 0.0 0.0
C 0.1611 0.2468 -0.0761 0.0 0.2 -0.1
C -0.6247 -0.3897 -1.1401 0.0 0.2 -0.2
C -0.4961 -1.1447 0.2230 -0.2 -0.3 0.4
C -1.7446 -1.1472 0.9059 0.4 -0.2 -0.1
C 1.6055 0.1790 -0.1898 0.5 -0.1 0.0
C 2.8067 0.1474 -0.2784 -0.5 0.0 0.0
H -0.1290 2.3726 0.0615 0.0 -0.1 0.0
H -1.4574 1.3920 0.7486 0.1 0.0 0.0
H 0.0733 1.5617 1.6278 0.0 0.0 -0.1
H 0.2146 -1.9738 0.1900 -0.1 0.1 0.0
H -1.6048 0.0182 -1.3636 0.2 -0.1 0.1
H -0.1076 -0.8812 -1.9586 -0.1 0.1 0.2
H -1.9070 -2.1762 1.2888 0.0 0.1 -0.1
H 3.8714 0.1207 -0.3540 -0.2 0.0 0.0

---

How do the records compare in energy relative to the best compared isomer or geometry (same formula, charge and spin)? In the order shown, they have 5.584 0.000 0.498 4.934 7.818 6.206 eV.